Molecular formula: C9H21ClFN3O4S
Method: DFT, ωB97M-V with the def2-TZVPD basis set

```
! wB97M-V def2-TZVPD RIJCOSX def2/J DEFGRID3
* xyz 0 1
O 0.304 -2.717 3.787
S 0.048 -2.958 2.416
O -0.197 -4.270 1.933
F 1.301 -2.419 1.642
N -1.094 -1.889 1.866
C -0.872 -1.306 0.503
C -0.007 -0.045 0.582
C 0.939 0.178 -0.602
Cl 0.291 -0.437 -2.145
H -1.908 -2.501 1.794
H -0.458 -2.048 -0.178
H -1.867 -1.047 0.147
H -0.634 0.836 0.721
H 0.614 -0.111 1.476
H 1.091 1.245 -0.744
H 1.909 -0.280 -0.423
C 2.323 -0.489 4.907
N 2.651 0.904 4.682
C 3.906 1.440 5.177
C 1.822 1.730 4.015
O 2.049 2.902 3.787
H 2.281 -0.713 5.975
H 3.067 -1.141 4.444
H 1.352 -0.709 4.472
H 3.726 2.260 5.873
H 4.510 1.828 4.356
H 4.451 0.648 5.685
H 0.893 1.230 3.686
C -3.096 1.962 -6.514
N -2.719 0.849 -5.671
C -2.289 -0.397 -6.281
C -2.749 0.923 -4.325
O -2.436 0.013 -3.583
H -3.940 1.698 -7.155
H -2.262 2.272 -7.148
H -3.387 2.805 -5.890
H -2.940 -1.218 -5.978
H -1.273 -0.645 -5.972
H -2.321 -0.290 -7.363
H -3.083 1.906 -3.952
*
```

Properties
LUMO energy   0.6 eV
SMILES   O=S(=O)(F)NCCCCl.CN(C)C=O.CN(C)C=O
Kohn-Sham gap   9.8 eV

---

Molecular formula: C9H21ClNO4P2Tb
Method: DFT, ωB97M-V with the def2-TZVPD basis set

```
! wB97M-V def2-TZVPD RIJCOSX def2/J DEFGRID3
* xyz 2 7
C 0.429 -0.141 -5.601
C 0.218 0.241 -4.161
H 1.512 -0.159 -5.790
H -0.047 0.581 -6.280
H 0.006 -1.136 -5.797
O 1.075 0.493 -3.346
Cl -1.501 0.294 -3.666
Tb -0.633 -0.012 0.830
P -0.038 2.634 0.555
C 1.210 3.663 1.406
C -0.129 3.095 -1.219
H -0.327 4.170 -1.351
H -1.831 4.233 1.075
H -0.936 2.519 -1.720
H -2.494 2.593 0.742
H 2.221 3.405 1.023
H 0.831 2.838 -1.709
C -1.683 3.159 1.244
H 1.058 4.752 1.284
H -1.709 2.951 2.330
H 1.185 3.432 2.491
P 0.181 -2.611 0.940
C 1.511 -3.396 1.915
C -1.413 -3.198 1.685
H -0.682 -2.912 -1.326
H 0.045 -4.438 -0.720
H 1.110 -3.090 -1.257
C 0.160 -3.343 -0.745
H -2.264 -2.769 1.117
H -1.451 -4.292 1.633
H 1.442 -4.500 1.943
H 1.451 -3.013 2.955
H -1.474 -2.874 2.741
H 2.497 -3.110 1.490
C 1.450 0.123 1.782
O 2.433 0.214 2.384
O -1.026 -0.291 4.771
N -0.692 -0.151 3.629
O -1.693 0.045 2.723
*
```

Properties
LUMO energy (spin up / spin down)   -8.2 / -7.9 eV
Expectation value of S²   12.70
Kohn-Sham gap (spin up / spin down)   7.9 / 8.2 eV